DFT (the ωB97M-V functional and the def2-TZVPD basis) results for a cluster of 15 separate species, C18H62F3O16 in total.

For the calculated total energy, the calculation gives -60577.6490 eV. As for the total charge: -1. As for the HOMO energy: -4.69 eV. The gap between HOMO and LUMO comes out at 6.6 eV. As for the relative energy (zero: lowest compared OMol25 entry of this formula, charge and spin): 0.0 kcal per mole. The max |F| is 0.0742 Eh/bohr.

```
99
Properties=species:S:1:pos:R:3:forces:R:3
C 2.0627 -0.3555 -0.8534 2.01 3.07 -1.05
O 1.2362 0.4163 0.0600 -1.37 -2.02 0.08
O 3.2178 0.3603 -0.9930 -1.05 -2.01 0.54
C 2.1614 -1.8827 -0.4938 0.49 2.29 -1.08
F 0.9919 -2.5188 -0.7425 0.00 -0.58 -0.13
F 3.1194 -2.4309 -1.2688 -0.45 -0.42 0.16
F 2.4760 -2.1065 0.7650 0.26 -0.42 0.95
C -0.1707 0.0794 0.0320 0.23 1.09 0.30
C -0.7979 1.0646 1.0129 -0.38 -0.45 0.25
H -0.7727 0.6183 2.0070 0.32 0.22 0.20
H -0.2678 2.0168 0.9965 0.04 -0.06 0.00
H -1.8570 1.2617 0.8473 -0.12 -0.03 -0.38
H -0.4063 -0.9499 0.3021 0.32 -0.11 0.32
H -0.5986 0.1816 -0.9653 0.27 0.27 -0.36
H 1.6074 -0.2184 -1.8343 -1.33 -1.16 -0.42
C -3.4360 2.1335 3.6338 -0.89 0.10 -0.32
O -4.6616 1.8057 2.9607 0.37 -0.29 0.02
H -2.5316 1.6954 3.2116 -0.15 -0.32 -0.17
H -3.3312 3.2157 3.5560 0.36 0.07 0.68
H -3.6026 1.7531 4.6416 0.37 0.42 0.09
H -4.5883 2.0859 2.0455 -0.01 -0.11 -0.29
C 2.3737 1.8725 2.7019 -0.46 0.61 -0.92
O 2.9997 2.0759 1.4548 0.62 0.38 1.44
H 1.5385 2.5676 2.7883 -0.61 0.06 0.11
H 1.9739 0.8603 2.7639 0.09 -0.24 0.42
H 2.9958 2.1600 3.5495 0.55 -0.46 -0.17
H 2.4927 1.6044 0.7899 0.08 -0.26 -0.41
C -0.3056 5.5938 1.8339 -0.29 0.86 0.37
O -0.7291 5.7320 0.4811 1.03 0.05 0.48
H -0.9224 6.2209 2.4777 -0.68 -0.26 0.28
H -0.2501 4.5830 2.2381 -0.23 -0.22 -0.32
H 0.6541 6.0594 2.0582 0.42 -0.20 -0.99
H -1.5990 5.3359 0.3922 -0.23 -0.25 0.19
C -5.0954 2.8012 -1.1044 -0.04 0.19 1.11
O -4.3665 2.1095 -0.0565 -0.24 0.15 -0.78
H -6.1407 2.5096 -1.0021 -0.05 -0.02 -0.56
H -5.0169 3.8562 -0.8421 -0.05 0.00 -0.32
H -4.6547 2.6374 -2.0878 -0.19 -0.12 0.07
H -4.2544 1.2121 -0.3785 0.30 -0.25 0.31
C -1.1237 -1.6644 -3.5666 -0.60 -0.71 -0.19
O -1.8768 -1.8476 -2.3768 0.13 0.59 0.26
H -1.0729 -0.5972 -3.7826 0.11 -0.14 0.09
H -0.1306 -2.1131 -3.5451 0.23 0.25 0.38
H -1.6574 -2.1911 -4.3577 0.00 0.25 -0.50
H -1.9944 -2.7854 -2.2084 0.24 -0.18 -0.35
C -2.0543 2.0333 -2.9804 -0.56 -0.84 0.06
O -0.7836 2.1693 -3.5709 0.08 0.59 0.44
H -2.1824 2.6454 -2.0876 0.61 0.40 -0.19
H -2.9014 2.2379 -3.6351 0.07 0.37 -0.43
H -2.2388 1.0193 -2.6258 0.17 -0.41 0.07
H -0.6966 1.7205 -4.4150 -0.36 -0.12 0.07
C -1.9769 -3.9461 -0.3023 1.14 -1.70 1.01
O -1.8937 -4.7856 -1.4651 -0.73 0.85 -0.87
H -2.3036 -4.6112 0.4970 -0.53 0.42 0.37
H -0.9678 -3.6550 -0.0106 -0.07 0.54 -0.11
H -2.6180 -3.0706 -0.4051 0.00 -0.39 -0.35
H -1.2479 -5.4881 -1.3595 0.09 0.27 0.32
C 2.6817 -0.3466 -4.7433 1.64 1.23 0.34
O 3.3608 0.5949 -3.8743 -0.78 -0.97 -1.24
H 3.2960 -0.3636 -5.6435 -0.27 0.00 -0.32
H 2.7340 -1.3619 -4.3502 -0.51 -0.05 0.20
H 1.6879 0.0345 -4.9783 -0.28 -0.43 -0.01
H 3.1149 0.3387 -2.9824 0.50 0.35 1.24
C 2.0101 -5.5539 1.3187 0.23 -0.13 0.05
O 3.0984 -6.0779 2.1056 -0.83 0.17 -0.39
H 1.9755 -4.4701 1.4293 -0.12 0.03 -0.22
H 2.1208 -5.8205 0.2676 0.40 0.08 0.09
H 1.0671 -5.9965 1.6395 -0.19 0.05 0.12
H 2.7598 -5.9344 2.9923 0.51 -0.21 0.31
C 1.7698 3.8556 -1.6570 -0.19 0.03 0.43
O 2.9147 3.1954 -1.1913 -0.07 0.37 -0.20
H 1.5310 4.6998 -1.0102 0.07 0.26 -0.10
H 1.8992 4.1753 -2.6910 -0.23 0.16 -0.19
H 0.9332 3.1622 -1.5708 -0.42 0.14 -0.35
H 2.6634 2.2753 -1.3004 1.09 -0.96 0.28
C 0.3475 -2.4194 2.9672 2.01 0.78 -0.10
O -0.7652 -1.7611 3.4628 -1.78 -0.32 0.09
H 0.1658 -2.9932 2.0584 -0.59 0.16 0.14
H 1.1122 -1.6826 2.7211 0.12 0.05 -0.41
H 0.8767 -3.0598 3.6727 -0.37 -0.46 0.44
H -0.5800 -1.1017 4.1355 0.52 -0.15 -0.15
C 2.9060 -4.7023 -3.3625 -0.29 -0.85 0.57
O 3.1198 -5.6042 -4.4634 -0.05 0.37 0.46
H 3.7726 -4.0676 -3.1774 -0.31 0.19 -0.51
H 1.9412 -4.1998 -3.4315 0.27 0.67 -0.47
H 2.7718 -5.2714 -2.4426 0.30 -0.25 0.25
H 2.6332 -6.3940 -4.2162 0.07 -0.11 -0.30
C -4.2112 5.1296 1.6773 -0.16 0.81 0.04
O -3.2996 4.5234 0.7496 -0.69 0.72 1.09
H -5.1606 5.4254 1.2310 -0.15 -0.26 -0.48
H -4.4750 4.5684 2.5737 0.31 -0.56 -0.18
H -3.8243 6.0771 2.0524 0.57 -0.10 -0.22
H -3.6342 3.6413 0.5719 0.32 -0.48 -0.11
C 3.9041 -2.3366 3.9882 -0.79 2.98 -1.65
O 4.1357 -3.4563 4.7022 0.74 -1.96 1.60
H 4.6474 -1.5398 4.0164 1.02 -0.76 0.23
H 3.7492 -2.5573 2.9321 -0.25 0.20 -0.15
H 3.0934 -1.7337 4.3972 -0.84 -0.25 -0.15
H 3.3321 -3.9781 4.6422 0.15 -0.16 0.15
```
Forces are in eV/Å.